1.
The following is a DFT calculation (the ωB97M-V functional and the def2-TZVPD basis) of a cluster of 2 separate species, C6H9NO in total at a distorted geometry.

Summary:
**LUMO energy**: 0.633 eV
**HOMO-LUMO gap**: 10.336 eV
**Structure (SMILES)**: c1ccncc1.CO
**Energy relative to the best compared isomer or geometry (same formula, charge and spin)**: 76.74 kcal/mol
**E**: -9902.276 eV

CARTESIAN COORDINATES (ANGSTROEM)
1 C 3.09465 -0.10712 0.21446
2 C 2.35431 -1.19897 -0.08526
3 C 0.95270 -1.00019 -0.32132
4 N 0.25436 0.11879 -0.45529
5 C 1.05650 1.26729 -0.36320
6 C 2.43321 1.16329 0.00495
7 H 4.20647 -0.09163 0.27590
8 H 2.97789 -2.03635 -0.18068
9 H 0.31891 -1.85840 -0.76473
10 H 0.38566 2.10712 -0.36779
11 H 3.27032 1.99827 0.16515
12 C -3.68449 -0.01691 0.69017
13 O -3.66528 0.09031 -0.83482
14 H -4.81051 -0.31532 0.88220
15 H -3.11404 -0.87041 1.16221
16 H -3.42290 0.82295 1.22521
17 H -2.60773 -0.07273 -1.24715

---

2.
The following is a DFT calculation (the ωB97M-V functional and the def2-TZVPD basis) of a cluster of 2 separate species, C3H10N4 in total at a distorted geometry.

Summary:
**LUMO energy**: -5.491 eV
**HOMO-LUMO gap**: 10.304 eV
**Net charge**: +2
**Energy relative to the best compared isomer or geometry (same formula, charge and spin)**: 22.41 kcal/mol
**E**: -9215.934 eV

CARTESIAN COORDINATES (ANGSTROEM)
1 C -5.99317 0.59396 0.56537
2 C 9.07660 -0.14147 0.29694
3 C 9.47107 0.91143 -0.54717
4 N 8.74446 -1.00341 0.99210
5 N -7.22224 0.57677 1.02365
6 N -5.39877 -0.24044 -0.24941
7 N -6.21509 -1.17934 -1.08016
8 H -5.29740 1.36440 0.90378
9 H 9.70911 0.50393 -1.55882
10 H 8.66531 1.68360 -0.57120
11 H 10.31338 1.40423 -0.08846
12 H 8.51638 -1.75319 1.61392
13 H -7.37155 1.35481 1.70921
14 H -7.97605 -0.00844 0.74616
15 H -6.94223 -1.73985 -0.50970
16 H -6.58098 -0.54149 -1.70112
17 H -5.49885 -1.78550 -1.54507

---

3.
The following is a DFT calculation (the ωB97M-V functional and the def2-TZVPD basis) of a cluster of 2 separate species, C6H9NO3 in total at a distorted geometry.

Summary:
**LUMO energy**: -0.621 eV
**HOMO-LUMO gap**: 8.232 eV
**Energy relative to the best compared isomer or geometry (same formula, charge and spin)**: 102.25 kcal/mol
**E**: -13996.174 eV

CARTESIAN COORDINATES (ANGSTROEM)
1 C 2.37355 -0.23222 1.00600
2 C -0.88697 0.99195 -0.28395
3 C -0.26869 1.59866 -1.52583
4 C -0.74081 0.49428 1.95394
5 C -0.04070 -2.07175 -0.93211
6 C 1.49293 -0.60358 0.04303
7 N 3.16066 0.28208 1.68105
8 O -1.97700 0.49025 -0.31773
9 O -0.15008 0.98526 0.78188
10 O 0.91818 -1.75478 0.06410
11 H 0.66923 2.05028 -1.25862
12 H 0.01965 0.84129 -2.20170
13 H -1.02424 2.27108 -2.14401
14 H -1.49669 1.10649 2.34482
15 H 0.12471 0.32199 2.66132
16 H -1.27248 -0.39503 1.66893
17 H 0.44773 -2.45010 -1.83542
18 H -0.63064 -1.17977 -1.20884
19 H -0.71833 -2.74638 -0.49686

---

4.
The following is a DFT calculation (the ωB97M-V functional and the def2-TZVPD basis) of a structure of composition C33H8BCo2F15O6 at a distorted geometry.

Summary:
**LUMO energy**: -3.891 eV
**HOMO-LUMO gap**: 4.519 eV
**Energy relative to the best compared isomer or geometry (same formula, charge and spin)**: 40.19 kcal/mol
**E**: -163318.071 eV

CARTESIAN COORDINATES (ANGSTROEM)
1 O -5.14187 8.88421 5.29915
2 C -5.04771 8.34205 6.32064
3 Co -5.07470 7.59663 7.88286
4 C -6.65373 8.34555 7.95034
5 O -7.67630 8.88663 7.95184
6 C -3.70464 6.58873 7.46333
7 O -2.86191 5.80117 7.33316
8 C -4.73568 7.80951 9.66106
9 C -5.06078 6.51422 9.35358
10 C -5.23638 5.23260 9.76595
11 C -4.28231 4.66886 10.71012
12 C -4.68768 3.70096 11.65793
13 C -3.82998 3.29393 12.67173
14 C -2.52529 3.81088 12.75700
15 C -2.07308 4.71842 11.78103
16 C -2.93434 5.10505 10.75145
17 Co -3.13213 8.80841 9.03412
18 C -3.53013 10.04876 7.86503
19 O -3.63591 10.92591 7.11728
20 C -1.79190 8.36554 7.97826
21 O -0.91006 8.18833 7.24622
22 C -2.42320 9.66975 10.37958
23 O -1.92649 10.24036 11.25703
24 H -5.22337 8.36493 10.47605
25 H -6.21674 4.76211 9.67788
26 H -5.70886 3.32210 11.59277
27 H -4.17959 2.57061 13.40683
28 H -1.86055 3.49227 13.56472
29 H -1.06592 5.13826 11.83330
30 H -2.58355 5.80306 9.98504
31 F -11.85747 2.89546 7.89113
32 C -10.55676 3.17234 7.72342
33 C -9.59260 2.19259 7.92027
34 F -9.96530 0.96515 8.32070
35 C -8.24667 2.46123 7.67167
36 F -7.41077 1.39458 7.81725
37 C -7.82279 3.72087 7.24596
38 B -6.34160 4.05049 6.76336
39 C -5.39484 2.78507 6.64090
40 C -4.62983 2.28479 7.68510
41 F -4.93642 2.58027 8.97367
42 C -3.61834 1.34196 7.50250
43 F -2.81511 1.00374 8.52351
44 C -3.47762 0.74550 6.25462
45 F -2.50286 -0.15395 6.03774
46 C -4.35979 1.07912 5.22776
47 F -4.30502 0.43522 4.04743
48 C -5.29299 2.09564 5.43701
49 F -6.13962 2.34645 4.40615
50 C -6.26827 4.87454 5.39086
51 C -5.04423 5.32345 4.88732
52 F -3.87943 4.69853 5.20845
53 C -4.92968 6.26304 3.86097
54 F -3.72844 6.78217 3.55392
55 C -6.07152 6.62575 3.15830
56 F -6.01630 7.57504 2.21754
57 C -7.27783 6.00693 3.45807
58 F -8.36423 6.25348 2.70809
59 C -7.33624 5.10226 4.52443
60 F -8.46160 4.33932 4.53533
61 H -5.85715 4.76835 7.73863
62 C -8.80042 4.71776 7.21622
63 F -8.44396 6.01389 6.98411
64 C -10.16075 4.45957 7.36229
65 F -11.07256 5.41193 7.10750

---

5.
The following is a DFT calculation (the ωB97M-V functional and the def2-TZVPD basis) of a structure of composition C36H35As3N3O8S2W at a distorted geometry.

Summary:
**LUMO energy (alpha / beta)**: -3.512 / -3.796 eV
**HOMO-LUMO gap (alpha / beta)**: 6.163 / 7.455 eV
**Net charge**: +1
**2S+1**: 3
**Energy relative to the best compared isomer or geometry (same formula, charge and spin)**: 84.27 kcal/mol
**E**: -264751.753 eV

CARTESIAN COORDINATES (ANGSTROEM)
1 W 0.72028 -1.01608 -0.11017
2 C -0.85524 2.47165 -0.39389
3 C -1.05226 2.27177 1.08780
4 As 0.24180 0.72321 1.76955
5 C 1.64075 2.14674 1.85837
6 C 1.99754 2.85137 3.00625
7 C 2.96487 3.84505 2.95151
8 C 3.57618 4.16793 1.75056
9 C 3.20165 3.50083 0.59508
10 C 2.24097 2.50425 0.65238
11 C -0.53903 1.01036 3.62655
12 C 0.24365 0.86000 4.76965
13 C -0.30386 0.99119 6.03722
14 C -1.65030 1.27916 6.18655
15 C -2.44241 1.41014 5.05718
16 C -1.89505 1.26085 3.79238
17 As -0.89661 0.63179 -1.19260
18 C -2.80788 0.25246 -0.81625
19 C -3.23799 -1.06617 -0.68676
20 C -4.56376 -1.35165 -0.39075
21 C -5.47781 -0.32357 -0.23036
22 C -5.06941 0.99041 -0.40708
23 C -3.74796 1.27652 -0.70476
24 C -1.11889 1.33611 -3.02853
25 C -0.08536 2.10809 -3.55384
26 C -0.24473 2.73867 -4.77654
27 C -1.43021 2.59287 -5.48393
28 C -2.43852 1.78262 -4.98386
29 C -2.28383 1.14804 -3.76014
30 H 0.10442 2.94052 -0.60988
31 H -1.62566 3.09621 -0.84530
32 H -2.08256 1.97188 1.25997
33 H -0.82475 3.15177 1.68658
34 H 1.50313 2.64853 3.94313
35 H 3.24057 4.37020 3.85669
36 H 4.33670 4.93669 1.71403
37 H 3.65616 3.74909 -0.35528
38 H 1.98758 1.99088 -0.26223
39 H 1.29983 0.64088 4.68306
40 H 0.32275 0.85865 6.90964
41 H -2.08197 1.38318 7.17272
42 H -3.50051 1.61398 5.15350
43 H -2.55249 1.29711 2.93871
44 H -2.55454 -1.88302 -0.84861
45 H -4.88796 -2.37948 -0.29315
46 H -6.50810 -0.54667 0.01308
47 H -5.78653 1.79576 -0.31721
48 H -3.44375 2.30175 -0.87266
49 H 0.84743 2.20536 -3.00834
50 H 0.55313 3.34932 -5.17782
51 H -1.56809 3.11089 -6.42353
52 H -3.35315 1.64712 -5.54542
53 H -3.06864 0.51395 -3.36778
54 N -0.33005 -4.34549 1.70847
55 N -1.09451 -3.36823 2.35334
56 C -1.21666 -2.12532 1.82600
57 O -1.77859 -1.21250 2.40932
58 O -0.71306 -1.95692 0.61347
59 H -0.90474 -4.95109 1.13625
60 H 0.19133 -4.88186 2.38613
61 H -1.54338 -3.55195 3.23512
62 O 3.59486 0.92214 -1.79335
63 As 3.02659 -0.72005 -1.24044
64 O 1.43164 -0.45548 -1.83894
65 O 2.36057 -0.26841 0.33996
66 C 2.55537 -2.44676 -3.36412
67 C 3.19627 -2.40150 -4.57708
68 C 2.67382 -3.16226 -5.61953
69 C 1.54202 -3.94789 -5.43271
70 C 0.89399 -3.96143 -4.20830
71 C 1.40847 -3.17609 -3.18053
72 S 0.49985 -3.09384 -1.67382
73 O -0.42708 -1.93444 -1.72664
74 O -0.17644 -4.32291 -1.43667
75 O 1.46234 -2.72274 -0.58177
76 H 4.54868 1.06200 -1.75235
77 H 4.08119 -1.79206 -4.71097
78 H 3.15482 -3.13059 -6.58809
79 H 1.14710 -4.53402 -6.25059
80 H -0.00116 -4.54142 -4.02603
81 S 3.13510 -1.01486 3.67808
82 C 3.82367 -2.10354 2.56712
83 C 2.87154 -2.58411 1.72581
84 N 1.61120 -2.11574 1.88396
85 C 1.56094 -1.24265 2.91716
86 H 4.87496 -2.33885 2.58407
87 H 3.06675 -3.32438 0.96417
88 H 0.77296 -1.41390 3.64803

---

6.
The following is a DFT calculation (the ωB97M-V functional and the def2-TZVPD basis) of a cluster of 2 separate species, C3H8NOS in total at a distorted geometry.

Summary:
**LUMO energy (alpha / beta)**: 3.576 / 3.575 eV
**HOMO-LUMO gap (alpha / beta)**: 5.183 / 5.184 eV
**Net charge**: -1
**Energy relative to the best compared isomer or geometry (same formula, charge and spin)**: 127.05 kcal/mol
**E**: -17609.497 eV

CARTESIAN COORDINATES (ANGSTROEM)
1 C 0.08332 -1.02180 1.65209
2 C 0.10336 0.29227 -2.24427
3 C -0.36893 -0.47470 0.32897
4 N -0.03488 1.41501 0.96779
5 O -0.80150 2.21844 0.31870
6 S 0.58509 -1.01760 -1.03917
7 H -0.64196 -1.15508 2.40444
8 H 0.79161 -0.45703 2.13936
9 H 0.58844 -2.11477 1.66160
10 H -0.17615 1.11210 -1.49116
11 H -0.70849 0.06990 -2.86293
12 H 0.97755 0.31189 -2.86435
13 H -1.38518 -0.47054 0.29384
14 H 0.98774 1.29191 0.73509

---

7.
The following is a DFT calculation (the ωB97M-V functional and the def2-TZVPD basis) of a structure of composition C18H31Br14F3O5S2 at a distorted geometry.

Summary:
**LUMO energy**: 0.233 eV
**HOMO-LUMO gap**: 8.411 eV
**E**: -1039820.220 eV

CARTESIAN COORDINATES (ANGSTROEM)
1 O 3.43973 3.27795 -3.38929
2 C 2.79071 3.11926 -2.39970
3 O 3.01374 2.49222 -1.21769
4 C 1.74679 2.42737 -0.49327
5 C 0.76968 2.59890 -1.68801
6 S 0.85223 1.09545 -2.73897
7 S -0.87500 3.37353 -1.39157
8 O -0.92155 4.07788 -0.13707
9 O -1.10056 4.30513 -2.45847
10 C -2.28503 2.17076 -1.47640
11 F -2.29674 1.38117 -0.38256
12 F -2.30136 1.41574 -2.57327
13 F -3.43965 2.85690 -1.45124
14 O 1.48106 3.64818 -2.34605
15 H 1.78212 1.45169 0.01331
16 H 1.71820 3.22959 0.26453
17 H -0.05848 0.25619 -2.13910
18 Br -2.69045 5.94607 5.27523
19 C -1.92149 6.00729 3.48683
20 C -2.29317 4.78836 2.68661
21 Br -1.25276 3.23588 3.22413
22 H -0.84887 6.12676 3.60703
23 H -2.33507 6.90473 3.03002
24 H -2.05734 4.93469 1.63348
25 H -3.34031 4.51604 2.78626
26 Br 1.67425 -3.05538 -3.60487
27 C 0.97525 -3.85499 -1.97283
28 C -0.23694 -3.11804 -1.48103
29 Br 0.26812 -1.44662 -0.61816
30 H 1.78923 -3.86886 -1.25272
31 H 0.71458 -4.87457 -2.24172
32 H -0.75128 -3.69302 -0.71244
33 H -0.94000 -2.86861 -2.27070
34 Br 5.43511 -2.12634 -4.13688
35 C 6.06363 -0.41196 -4.80985
36 C 5.99970 0.65430 -3.74518
37 Br 4.16998 1.30836 -3.44835
38 H 5.46321 -0.17565 -5.68380
39 H 7.09369 -0.58964 -5.11917
40 H 6.55797 1.53607 -4.05650
41 H 6.37153 0.31283 -2.78199
42 Br 3.52189 -1.81264 0.80077
43 C 2.52679 -2.12449 2.44494
44 C 2.59488 -3.56898 2.86151
45 Br 1.41775 -4.68071 1.77571
46 H 1.51075 -1.77848 2.27130
47 H 3.00085 -1.48822 3.19036
48 H 2.23736 -3.68921 3.88268
49 H 3.59237 -3.99040 2.77754
50 Br -6.78203 2.01517 1.50345
51 C -6.12856 3.66779 0.70876
52 C -6.16149 4.80463 1.69634
53 Br -7.96883 5.48156 1.94445
54 H -6.73099 3.85353 -0.17552
55 H -5.10448 3.45249 0.40750
56 H -5.58924 5.65233 1.32183
57 H -5.79116 4.52615 2.67941
58 Br -1.49418 -1.20133 3.19062
59 C -1.95130 -1.35087 5.07602
60 C -1.75171 -0.03455 5.77515
61 Br 0.13666 0.30553 6.11643
62 H -1.34976 -2.15298 5.49366
63 H -2.99977 -1.64325 5.09260
64 H -2.21832 -0.04278 6.75859
65 H -2.13115 0.80952 5.20502
66 Br 2.38849 -7.84316 -1.66392
67 C 1.12317 -8.64578 -2.90681
68 C 0.23486 -7.60305 -3.52974
69 Br -1.14339 -7.01325 -2.28587
70 H 0.57174 -9.40132 -2.35491
71 H 1.73524 -9.12907 -3.66620
72 H -0.30612 -8.01592 -4.37918
73 H 0.77699 -6.71572 -3.84690

---

8.
The following is a DFT calculation (the ωB97M-V functional and the def2-TZVPD basis) of a structure of composition C18H49MnNO14S4 at a distorted geometry.

Summary:
**LUMO energy (alpha / beta)**: -1.360 / -1.560 eV
**HOMO-LUMO gap (alpha / beta)**: 7.172 / 6.973 eV
**2S+1**: 6
**E**: -124274.221 eV

CARTESIAN COORDINATES (ANGSTROEM)
1 Mn 0.34487 -0.81753 -2.96707
2 O -1.52251 -0.85948 -3.78483
3 H -2.07283 -1.08420 -3.03702
4 O -0.16485 -0.45605 -1.09265
5 H -0.34012 0.27419 -0.51260
6 C 1.85781 -0.02801 4.16898
7 C 2.26618 -0.42370 2.74280
8 N 2.16374 -1.86973 2.50903
9 C 2.29709 -2.16416 1.09936
10 C 2.07452 -3.63598 0.72239
11 C 3.02110 -2.63623 3.41387
12 C 4.53151 -2.36620 3.30194
13 H 2.56614 -0.38187 4.91708
14 H 0.84727 -0.37066 4.37920
15 H 1.89758 1.05951 4.25752
16 H 1.59415 0.09123 2.05183
17 H 3.29455 -0.12248 2.49994
18 H 1.63279 -1.51577 0.51803
19 H 3.28866 -1.86842 0.70884
20 H 1.74352 -3.80110 -0.30364
21 H 2.94154 -4.20545 1.04174
22 H 1.16934 -4.00117 1.22611
23 H 2.85299 -3.68020 3.13399
24 H 2.65342 -2.51393 4.43046
25 H 5.06896 -2.99659 4.00777
26 H 4.68566 -1.33774 3.63480
27 H 4.84455 -2.51531 2.27222
28 O -3.48718 5.21094 -2.37450
29 S -2.61115 6.01577 -1.55561
30 O -3.06588 7.22979 -0.94103
31 O -2.07050 5.10967 -0.32585
32 C -1.59331 3.79248 -0.61045
33 C -1.18271 3.19172 0.72353
34 C -1.05664 6.29821 -2.44487
35 H -0.73832 3.76927 -1.29132
36 H -2.37051 3.19173 -1.08473
37 H -2.04242 2.89896 1.32543
38 H -0.42897 3.78165 1.23612
39 H -0.71272 2.21031 0.57200
40 H -0.35427 6.81455 -1.79332
41 H -1.28117 7.01200 -3.23715
42 H -0.66507 5.35720 -2.80965
43 O -2.62486 -1.68304 4.20255
44 S -2.60675 -1.82536 2.77325
45 O -2.74733 -3.12479 2.16126
46 O -3.73803 -0.83034 2.19090
47 C -4.08673 -0.96286 0.79847
48 C -3.74996 0.28403 -0.00896
49 C -1.10612 -1.02682 2.14790
50 H -5.16782 -1.09706 0.77343
51 H -3.63698 -1.85317 0.36180
52 H -4.02621 1.19814 0.51526
53 H -4.35779 0.25396 -0.91421
54 H -2.69334 0.30488 -0.27510
55 H -1.28952 -0.62303 1.15740
56 H -0.28027 -1.73308 2.24689
57 H -0.87976 -0.19955 2.82000
58 O -0.10667 -5.37013 -1.78508
59 S -0.62399 -4.08429 -2.16027
60 O 0.26886 -3.08029 -2.72606
61 O -1.76059 -4.29152 -3.26653
62 C -2.71481 -5.33285 -3.01079
63 C -3.72561 -5.36398 -4.12726
64 C -1.50920 -3.28680 -0.81204
65 H -3.21748 -5.16930 -2.04953
66 H -2.22320 -6.29834 -2.87872
67 H -3.24255 -5.61380 -5.06988
68 H -4.30159 -4.45140 -4.30219
69 H -4.53470 -6.03997 -3.83903
70 H -2.23114 -3.98982 -0.39665
71 H -2.04013 -2.41531 -1.17827
72 H -0.77330 -3.04646 -0.04886
73 O 4.38605 2.75793 0.71998
74 S 2.95537 2.80587 0.55564
75 O 2.03622 2.77219 1.66087
76 O 2.55697 4.08537 -0.37986
77 C 3.51509 4.42556 -1.37903
78 C 2.84039 5.48630 -2.26171
79 C 2.43731 1.45481 -0.53389
80 H 3.68645 3.58962 -2.06254
81 H 4.42411 4.83301 -0.94598
82 H 1.94421 5.08109 -2.72867
83 H 3.51127 5.95857 -2.97431
84 H 2.48511 6.27958 -1.59551
85 H 2.99215 1.56751 -1.46200
86 H 1.36070 1.43889 -0.65999
87 H 2.71940 0.55882 0.01858